Entry 1:
37
Properties=species:S:1:pos:R:3 method="wB97M-V/def2-TZVPD" spin_multiplicity=1 e_above_lowest_ev=1.2894 homo_lumo_gap_ev=9.798
Ne 17.80 12.74 -10.32
O 15.25 9.78 -11.63
H 14.47 9.32 -11.93
H 14.92 10.56 -11.18
O 19.79 14.61 -9.27
H 19.25 14.26 -8.56
H 19.22 15.22 -9.73
O 19.92 9.59 -11.92
H 20.24 9.16 -12.71
H 19.52 10.41 -12.24
O 20.89 12.15 -8.15
H 20.65 12.87 -8.74
H 20.49 11.38 -8.55
O 18.78 11.64 -6.37
H 19.56 11.63 -6.93
H 19.11 11.80 -5.49
O 19.48 12.13 -13.16
H 18.83 12.79 -12.93
H 19.57 12.20 -14.11
O 16.54 9.96 -8.85
H 16.82 9.61 -9.69
H 17.11 9.53 -8.21
O 17.73 16.63 -9.76
H 17.48 16.92 -10.64
H 17.63 17.41 -9.22
O 15.96 14.36 -9.26
H 15.67 14.01 -10.11
H 16.24 15.25 -9.46
O 17.98 14.35 -12.33
H 18.81 14.69 -12.00
H 17.77 14.92 -13.07
O 17.93 13.97 -7.45
H 17.24 13.90 -8.12
H 18.22 13.07 -7.31
O 15.11 14.00 -12.10
H 15.06 14.92 -11.87
H 16.05 13.80 -12.12

Entry 2:
73
Properties=species:S:1:pos:R:3 method="wB97M-V/def2-TZVPD" smiles="C#CCC1=C(c2ccccn2)C(=O)OC1=O.O=C1OC[C@@H](F)O1.O=C1OC[C@@H](F)O1.O=C1OC[C@@H](F)O1.O=C1OC[C@@H](F)O1.O=C1OC[C@@H](F)O1" spin_multiplicity=1 homo_lumo_gap_ev=7.197
C -3.61 -0.43 -2.11
C -2.93 -1.60 -1.66
C -1.88 -2.71 -0.98
C -0.41 -2.00 -0.75
C 0.68 -1.87 -1.76
C 0.72 -2.37 -3.36
C 0.36 -1.23 -4.43
C 0.41 -1.58 -6.02
C 0.87 -3.13 -6.24
C 1.13 -4.06 -4.97
N 1.09 -3.80 -3.51
C 2.01 -1.11 -1.17
O 3.21 -1.04 -1.75
O 1.53 -0.59 0.13
C 0.24 -1.24 0.55
O -0.28 -1.21 1.81
H -3.86 0.68 -2.47
H -1.78 -3.60 -1.72
H -2.31 -3.01 0.08
H 0.05 -0.15 -4.08
H 0.20 -0.85 -6.91
H 0.99 -3.55 -7.34
H 1.42 -5.19 -5.23
O -4.44 3.02 -1.50
C -3.34 3.20 -1.01
O -2.41 2.22 -0.81
C -1.24 2.86 -0.35
C -1.76 4.13 0.23
F -0.87 5.13 0.09
O -2.88 4.41 -0.58
H -0.56 3.02 -1.19
H -0.72 2.24 0.40
H -2.08 4.05 1.27
O -1.93 5.04 2.73
C -1.91 6.25 2.88
O -2.85 6.95 3.57
C -2.40 8.29 3.62
C -1.49 8.37 2.44
F -0.48 9.24 2.67
O -0.95 7.07 2.36
H -1.88 8.46 4.57
H -3.23 8.99 3.55
H -1.99 8.62 1.50
O 0.24 -6.62 -1.12
C 1.20 -6.24 -0.48
O 1.76 -5.00 -0.60
C 2.76 -4.91 0.39
C 3.09 -6.34 0.65
F 3.46 -6.52 1.94
O 1.86 -7.00 0.44
H 2.36 -4.40 1.27
H 3.63 -4.34 0.03
H 3.85 -6.75 -0.02
O 6.02 4.16 0.67
C 5.18 3.48 0.11
O 5.44 2.28 -0.49
C 4.19 1.76 -0.90
C 3.35 2.98 -1.01
F 2.06 2.71 -0.71
O 3.87 3.83 -0.01
H 3.83 1.06 -0.15
H 4.28 1.23 -1.86
H 3.41 3.49 -1.98
O -4.45 -2.35 5.52
C -3.55 -2.89 4.90
O -2.44 -3.44 5.48
C -1.72 -4.07 4.44
C -2.19 -3.35 3.23
F -2.20 -4.16 2.15
O -3.53 -3.02 3.54
H -1.97 -5.14 4.42
H -0.64 -3.97 4.59
H -1.63 -2.43 3.00

Entry 3:
15
Properties=species:S:1:pos:R:3 method="wB97M-V/def2-TZVPD" spin_multiplicity=3 e_above_lowest_ev=3.1267 homo_lumo_gap_ev="6.711 / 5.803" total_charge=+1
C 1.24 0.75 -0.04
C 0.79 1.92 -0.83
C 0.62 -1.38 1.16
N -2.95 -0.86 -0.61
N -1.77 -0.91 -0.18
N -0.87 -0.02 -0.28
N 0.38 -0.14 0.35
S -1.03 1.90 -1.29
H 2.35 0.82 0.07
H 0.94 2.81 -0.09
H 1.44 2.14 -1.68
H 0.40 -1.31 2.24
H 1.72 -1.69 1.19
H 0.20 -2.24 0.70
H -3.47 -1.78 -0.72

Entry 4:
42
Properties=species:S:1:pos:R:3 method="wB97M-V/def2-TZVPD" smiles="CCOC(=O)[C@@H]1C(=O)C=C(Nc2ccc(C(F)(F)F)cc2)C[C@H]1C" spin_multiplicity=1 e_above_lowest_ev=0.0983 homo_lumo_gap_ev=8.614
C 3.23 -1.25 -3.32
C 3.21 0.27 -3.14
O 2.54 0.61 -1.90
C 2.72 1.86 -1.44
O 3.10 2.83 -2.15
C 2.39 2.13 0.01
C 2.85 0.97 0.87
O 4.02 0.81 1.12
C 1.94 0.09 1.46
C 0.62 0.07 1.09
N -0.20 -0.82 1.73
C -1.47 -1.29 1.37
C -1.85 -1.43 0.05
C -3.19 -1.78 -0.24
C -4.05 -2.06 0.77
C -5.49 -2.31 0.44
F -5.99 -1.19 -0.19
F -5.65 -3.41 -0.42
F -6.19 -2.57 1.55
C -3.61 -2.03 2.10
C -2.33 -1.66 2.41
C 0.05 1.08 0.09
C 0.87 2.40 0.14
C 0.47 3.09 1.44
H 3.79 -1.47 -4.20
H 3.76 -1.71 -2.50
H 2.21 -1.66 -3.42
H 4.24 0.62 -3.10
H 2.72 0.68 -4.02
H 2.97 3.02 0.37
H 2.31 -0.61 2.21
H 0.09 -1.14 2.67
H -1.19 -1.15 -0.78
H -3.51 -1.82 -1.29
H -4.29 -2.22 2.93
H -1.94 -1.64 3.43
H -1.02 1.23 0.32
H 0.14 0.63 -0.93
H 0.63 3.03 -0.76
H 0.82 2.52 2.29
H 0.91 4.08 1.46
H -0.60 3.20 1.48

Entry 5:
53
Properties=species:S:1:pos:R:3 method="wB97M-V/def2-TZVPD" spin_multiplicity=5 homo_lumo_gap_ev="7.613 / 5.036" total_charge=+3
Pd 0.00 -0.54 -0.34
C 1.82 -0.04 2.19
O 0.51 -0.52 1.83
C 0.19 -1.80 2.43
C 0.59 -2.91 1.49
O -0.18 -2.78 0.27
C -1.39 -3.57 0.31
H 1.87 0.09 3.27
H 1.96 0.92 1.70
H 2.60 -0.74 1.87
H -0.89 -1.79 2.59
H 0.69 -1.87 3.40
H 0.42 -3.89 1.94
H 1.64 -2.84 1.20
H -1.13 -4.63 0.36
H -1.95 -3.37 -0.60
H -2.00 -3.30 1.17
Se 0.13 -2.62 -2.73
Se -0.92 -0.57 -3.01
C -2.49 -0.78 -1.91
C -3.74 -0.99 -2.45
C -4.82 -0.98 -1.56
C -4.59 -0.74 -0.22
C -3.29 -0.53 0.22
N -2.24 -0.56 -0.61
C 1.87 -1.88 -2.40
C 2.92 -2.28 -3.19
C 4.16 -1.70 -2.94
C 4.27 -0.77 -1.93
C 3.15 -0.45 -1.17
N 1.96 -1.00 -1.38
H -3.88 -1.15 -3.51
H -5.83 -1.14 -1.93
H -5.41 -0.70 0.49
H -3.08 -0.34 1.26
H 2.78 -3.00 -3.99
H 5.02 -1.97 -3.54
H 5.21 -0.29 -1.71
H 3.21 0.28 -0.37
Cl 0.30 6.32 3.72
C 0.22 5.28 2.42
C -0.26 3.95 2.64
C -0.34 3.09 1.58
C 0.04 3.51 0.29
C 0.51 4.84 0.09
C 0.61 5.71 1.13
C -0.16 2.68 -0.94
O -0.68 3.30 -1.85
O 0.17 1.44 -1.02
H -0.56 3.66 3.64
H -0.72 2.08 1.73
H 0.75 5.15 -0.92
H 0.96 6.73 1.01

Number 1: M 236.36 g/mol, total energy -1046.21414 Ha. Number 2: M 743.45 g/mol, total energy -2949.98351 Ha. Number 3: M 131.18 g/mol, total energy -735.21176 Ha. Number 4: M 341.33 g/mol, total energy -1238.69147 Ha. Number 5: M 666.21 g/mol, total energy -6613.70610 Ha.